This record from the OMol25 dataset describes a structure of composition C13H13BClF2NOSm at a distorted geometry. The level of theory is ωB97M-V/def2-TZVPD.

XYZ file:
```
33
Properties=species:S:1:pos:R:3:mulliken_spin:R:1
Sm 0.61 -0.69 -0.63 5.09
O -1.05 0.70 -0.34 -0.03
C -0.45 1.87 0.20 0.00
C 1.00 2.07 -0.18 0.00
C 1.69 2.96 0.60 0.00
C 3.03 3.16 0.38 0.00
C 3.68 2.44 -0.63 0.00
C 3.02 1.40 -1.22 0.00
N 1.67 1.21 -1.04 -0.01
H -2.30 0.27 0.25 0.00
H -0.61 1.84 1.32 0.00
H -1.00 2.79 -0.11 0.00
H 1.18 3.65 1.29 0.00
H 3.57 3.97 0.85 0.00
H 4.67 2.78 -1.00 0.00
H 3.48 0.80 -2.02 0.00
F 0.18 -0.85 2.92 0.00
B 1.19 -0.93 1.96 -0.03
F 2.38 -1.07 2.53 0.00
Cl 1.17 -3.07 -1.74 0.00
C -0.42 -2.90 -1.06 -0.01
C -0.64 -2.88 0.34 -0.01
C -1.87 -2.42 0.85 0.00
C -2.74 -1.66 -0.03 0.00
C -3.17 -0.39 0.45 0.00
C -2.62 -1.89 -1.40 -0.01
C -1.52 -2.61 -1.92 0.00
H 0.15 -3.42 1.01 0.00
H -2.07 -2.40 1.89 0.00
H -3.28 -0.32 1.53 0.00
H -4.10 -0.05 -0.04 0.00
H -3.30 -1.47 -2.10 0.00
H -1.54 -2.89 -2.95 0.00
```

Computed properties:
LUMO energy (alpha / beta)   -4.08 / -3.81 eV
Orbital gap (alpha / beta)   7.631 / 7.787 eV
Charge   +1
Multiplicity   6
Energy   -53760.963 eV

This record from the OMol25 dataset describes a structure of composition C16H15N4NaO5 at a distorted geometry. The level of theory is ωB97M-V/def2-TZVPD.

XYZ file:
```
41
Properties=species:S:1:pos:R:3:nbo_charge:R:1
Na -0.28 -0.21 0.71 0.89
O 0.17 -0.56 2.92 -0.73
C 1.49 -0.51 3.41 -0.10
C 2.54 -0.46 2.31 0.19
C 3.89 -0.48 2.63 -0.25
C 4.82 -0.45 1.61 -0.15
C 4.38 -0.42 0.30 -0.26
C 3.02 -0.40 0.07 0.05
N 2.11 -0.42 1.05 -0.47
H 0.00 -1.44 2.52 0.50
H 1.70 -1.35 4.07 0.19
H 1.56 0.39 4.02 0.20
H 4.21 -0.53 3.67 0.22
H 5.88 -0.47 1.84 0.22
H 5.07 -0.41 -0.53 0.23
H 2.62 -0.39 -0.95 0.20
O -2.63 -3.72 -3.28 -0.68
C -1.84 -2.92 -3.96 0.78
O -1.72 -2.98 -5.16 -0.61
C -1.12 -1.85 -3.20 -0.27
C -0.43 -0.87 -3.86 0.01
N 0.09 -0.06 -2.91 -0.33
N -0.22 -0.44 -1.66 -0.32
C -0.96 -1.55 -1.82 0.05
C -1.48 -2.30 -0.60 0.76
O -2.44 -3.06 -0.80 -0.70
O -0.90 -2.07 0.50 -0.81
H -2.60 -3.50 -2.30 0.51
H -0.28 -0.71 -4.92 0.24
H 0.60 0.79 -3.05 0.41
C -3.21 3.96 0.67 -0.16
C -1.94 4.07 1.21 -0.26
C -1.12 2.96 1.20 0.04
N -1.48 1.78 0.67 -0.48
C -2.71 1.69 0.14 0.04
C -3.61 2.75 0.12 -0.24
H -3.89 4.80 0.66 0.22
H -1.60 5.00 1.65 0.22
H -0.12 3.01 1.62 0.19
H -2.99 0.73 -0.28 0.21
H -4.59 2.61 -0.31 0.23
```

Computed properties:
LUMO energy   -0.12 eV
Energy above the lowest of the compared OMol25 structures with the same formula, charge and spin   7.7 kcal per mole
Orbital gap   9.210 eV
Charge   0
Energy   -37452.216 eV

This record from the OMol25 dataset describes a cluster of 3 separate species, C14H37BNO6P in total. The level of theory is ωB97M-V/def2-TZVPD.

XYZ file:
```
60
Properties=species:S:1:pos:R:3:nbo_charge:R:1
C 3.11 -1.14 0.57 -0.24
O 2.39 0.05 0.38 -0.55
C 1.42 -0.01 -0.64 -0.05
C 0.30 0.99 -0.36 -0.42
C -0.33 0.80 1.02 -0.40
C -1.88 0.85 1.14 -0.38
C -2.69 1.13 -0.14 -0.80
B -4.18 0.74 0.15 0.37
P -4.92 -1.08 0.16 0.90
N -4.58 -1.44 -1.48 -1.13
O -3.66 -1.90 0.92 -1.00
H 3.77 -1.34 -0.28 0.17
H 2.43 -2.00 0.69 0.16
H 3.70 -1.03 1.47 0.19
H 1.89 0.21 -1.61 0.17
H 0.99 -1.03 -0.71 0.15
H -0.42 0.89 -1.16 0.21
H 0.75 1.99 -0.43 0.21
H 0.08 1.56 1.69 0.21
H 0.02 -0.15 1.44 0.21
H -2.22 -0.08 1.60 0.22
H -2.13 1.64 1.86 0.20
H -2.33 0.54 -0.98 0.21
H -2.63 2.19 -0.38 0.23
H -4.96 1.61 0.43 -0.08
H -3.62 -1.21 -1.74 0.37
H -4.66 -2.44 -1.61 0.39
H -4.03 -2.36 1.68 0.49
C 1.92 5.43 2.97 -0.25
O 3.29 5.53 3.31 -0.55
C 3.62 4.91 4.54 -0.09
C 4.20 3.52 4.34 -0.09
O 3.26 2.63 3.77 -0.55
C 3.42 2.45 2.37 -0.26
H 1.83 5.70 1.92 0.19
H 1.54 4.42 3.11 0.18
H 1.32 6.13 3.56 0.17
H 2.74 4.86 5.19 0.17
H 4.37 5.53 5.03 0.18
H 4.48 3.12 5.32 0.18
H 5.10 3.58 3.73 0.17
H 4.26 1.78 2.16 0.16
H 3.59 3.40 1.86 0.18
H 2.52 2.00 1.99 0.20
C -2.93 -5.08 -3.15 -0.26
O -2.50 -3.82 -2.67 -0.56
C -1.14 -3.79 -2.28 -0.09
C -0.25 -3.20 -3.36 -0.09
O -0.26 -3.98 -4.54 -0.55
C -1.12 -3.49 -5.55 -0.25
H -3.88 -4.93 -3.66 0.19
H -2.21 -5.51 -3.84 0.18
H -3.09 -5.77 -2.31 0.17
H -0.79 -4.79 -2.03 0.18
H -1.06 -3.17 -1.38 0.19
H 0.77 -3.17 -2.99 0.19
H -0.56 -2.17 -3.58 0.17
H -0.68 -2.62 -6.06 0.17
H -2.10 -3.22 -5.15 0.18
H -1.25 -4.29 -6.28 0.19
```

Computed properties:
LUMO energy   0.11 eV
Orbital gap   8.512 eV
Charge   0
Energy   -38854.949 eV